# 1
DFT (ωB97M-V/def2-TZVPD) results for a 2-piece molecular cluster, CH6O2 overall.

Results
SMILES: CO.O
Spin multiplicity: 1
M, g mol⁻¹: 50.06
E_HOMO, eV: -10.748
Relative energy (zero: lowest compared OMol25 entry of this formula, charge and spin), eV: 1.207
Kohn-Sham gap, Ha: 0.4182
LUMO energy, eV: 0.63

Last column: natural (NBO) charge in e.
Cartesian coordinates (Å):
O (-0.912, 0.862, 0.109)  -0.72
O (3.065, -0.030, -0.023)  -0.96
C (-1.495, -0.447, 0.080)  -0.26
H (-1.084, -1.056, -0.797)  0.15
H (-2.554, -0.475, 0.000)  0.17
H (-1.187, 1.230, -0.760)  0.46
H (-1.015, -0.833, 1.025)  0.19
H (3.107, 0.677, 0.842)  0.48
H (2.076, 0.072, -0.475)  0.48

Cartesian forces (eV/Å) of the 6 atoms listed first:
O -1.0563 0.3405 -1.9495
O -3.2422 3.0532 1.7378
C 3.3592 -0.9890 0.3686
H -0.4198 0.6814 1.0861
H -0.9966 0.1404 0.4654
H 0.5214 0.2579 0.9457

# 2
DFT (ωB97M-V/def2-TZVPD) results for an isolated ion of composition CH6O6P and charge +1.

Results
Spin multiplicity: 3
M, g mol⁻¹: 145.03
E_HOMO (alpha / beta), eV: -7.795 / -16.801
Relative energy (zero: lowest compared OMol25 entry of this formula, charge and spin), eV: 2.771
Total charge: +1
Kohn-Sham gap (alpha / beta), Ha: 0.1468 / 0.2395
LUMO energy (alpha / beta), eV: -3.80 / -10.28

Last column: natural (NBO) charge in e.
Cartesian coordinates (Å):
P (-0.556, -0.072, 1.089)  2.20
O (-1.415, 0.936, 0.315)  -0.99
O (-0.342, -0.129, -1.900)  -0.40
O (0.488, 0.677, 1.945)  -0.99
O (0.416, -1.051, 0.009)  -0.54
O (1.213, 0.868, -0.709)  -0.57
O (-1.408, -1.040, 1.895)  -1.03
C (0.761, -0.375, -1.082)  0.53
H (1.100, 0.215, 2.547)  0.54
H (-2.090, -1.682, 1.561)  0.54
H (-0.234, -0.661, -2.771)  0.53
H (1.403, -0.877, -1.770)  0.17
H (1.681, 1.370, -1.419)  0.53
H (-1.016, 1.822, 0.291)  0.49

Cartesian forces (eV/Å) of the 6 atoms listed first:
P -1.6705 -0.7597 0.5874
O -1.0805 1.8334 -0.1406
O -1.3393 -0.8553 -1.6086
O 0.3406 0.8759 0.8828
O 1.8531 -2.2270 -1.6064
O 0.3087 0.6075 -0.5146

# 3
DFT (ωB97M-V/def2-TZVPD) results for CH6OP2 as an isolated structure.

Results
Spin multiplicity: 1
M, g mol⁻¹: 96.01
E_HOMO, eV: -9.038
Relative energy (zero: lowest compared OMol25 entry of this formula, charge and spin), eV: 3.530
Kohn-Sham gap, Ha: 0.2819
LUMO energy, eV: -1.37

Last column: natural (NBO) charge in e.
Cartesian coordinates (Å):
P (2.508, 0.555, 0.015)  -0.04
P (0.978, -0.897, -0.003)  0.47
O (-0.691, 0.672, -0.060)  -0.69
C (-1.922, 0.080, 0.080)  -0.26
H (-1.871, -0.850, 0.642)  0.15
H (0.444, -0.966, 1.311)  -0.02
H (-2.412, -0.342, -0.837)  0.14
H (-2.739, 0.642, 0.537)  0.19
H (3.557, -0.133, -0.504)  0.00
H (2.148, 1.238, -1.182)  0.05

Cartesian forces (eV/Å) of the 6 atoms listed first:
P 0.1200 2.8556 1.5300
P -4.3421 0.6443 -0.8676
O 2.7348 -1.1466 -0.3085
C -1.2110 -2.3625 -0.8128
H 0.0862 -0.1856 0.7857
H 0.8231 0.2123 0.1893

Number 1: F_max 4.98 eV/Å. Number 2: F_max 3.31 eV/Å. Number 3: F_max 4.47 eV/Å.